Here is a molecular structure, C22H44ClGeNaO3PSSi3 at a distorted geometry from the Open Molecules 2025 dataset. Energies are from the ωB97M-V functional and the def2-TZVPD basis.

XYZ file:
```
77
Properties=species:S:1:pos:R:3:mulliken_charge:R:1
Na -1.082 0.437 -0.675 0.383
C 5.691 -0.121 2.627 -1.022
Si 3.826 -0.350 2.535 0.288
C 3.438 -2.079 3.142 -1.009
C 3.040 0.862 3.728 -1.039
Ge 2.938 0.019 0.356 0.068
Si 3.991 1.992 -0.453 0.146
C 3.219 2.635 -2.033 -0.551
C 5.831 1.768 -0.774 -1.085
C 3.798 3.351 0.832 -0.739
Si 3.496 -1.843 -0.999 0.428
C 2.667 -3.415 -0.427 -0.936
C 2.964 -1.531 -2.769 -0.579
C 5.350 -2.143 -1.008 -0.995
H 6.057 -0.397 3.624 0.369
H 5.973 0.922 2.437 0.240
H 6.206 -0.745 1.888 0.256
H 3.588 -2.155 4.226 0.385
H 4.078 -2.823 2.654 0.237
H 2.397 -2.326 2.911 0.279
H 3.371 0.672 4.755 0.380
H 1.950 0.758 3.690 0.236
H 3.284 1.898 3.470 0.260
H 3.254 1.885 -2.830 0.164
H 3.741 3.534 -2.383 0.445
H 2.167 2.885 -1.859 -0.223
H 5.999 1.180 -1.684 0.271
H 6.318 1.241 0.055 0.260
H 6.324 2.740 -0.900 0.357
H 2.748 3.438 1.134 -0.070
H 4.126 4.320 0.437 0.393
H 4.382 3.132 1.734 0.251
H 1.585 -3.275 -0.340 0.201
H 3.033 -3.724 0.558 0.218
H 2.863 -4.223 -1.142 0.383
H 1.876 -1.412 -2.829 -0.299
H 3.255 -2.369 -3.414 0.498
H 3.424 -0.618 -3.165 0.284
H 5.734 -2.301 0.006 0.206
H 5.892 -1.294 -1.441 0.239
H 5.577 -3.036 -1.602 0.374
S 0.244 -0.945 1.337 -0.338
C 0.965 0.308 0.527 -0.037
C 0.001 4.860 -1.106 -1.333
P -0.609 3.199 -0.585 1.122
C -0.505 3.379 1.239 -1.213
C -2.420 3.488 -0.824 -1.405
H -0.561 5.662 -0.620 0.422
H -0.096 4.961 -2.190 0.365
H 1.061 4.959 -0.853 0.324
H -0.998 4.293 1.577 0.435
H 0.543 3.390 1.546 0.117
H -0.967 2.513 1.718 0.293
H -2.759 4.408 -0.339 0.430
H -2.991 2.638 -0.440 0.402
H -2.634 3.542 -1.894 0.367
C 0.481 1.074 -4.276 -0.858
C -0.810 0.527 -4.814 1.065
C -1.335 0.944 -6.026 -0.928
C -2.543 0.440 -6.483 0.173
Cl -3.176 0.988 -8.022 -0.267
C -3.249 -0.478 -5.736 -0.970
C -2.736 -0.911 -4.517 -0.860
C -1.520 -0.417 -4.067 0.917
O -0.928 -0.797 -2.900 0.184
C -1.666 -1.715 -2.082 -0.783
C -2.976 -1.084 -1.513 0.723
O -3.894 -1.868 -1.259 -0.786
O -2.918 0.175 -1.361 -0.734
H 0.928 1.781 -4.976 0.441
H 1.196 0.272 -4.080 0.032
H 0.318 1.584 -3.323 0.024
H -0.797 1.674 -6.620 0.384
H -4.202 -0.852 -6.086 0.430
H -3.309 -1.611 -3.921 0.341
H -0.999 -1.955 -1.243 0.100
H -1.890 -2.633 -2.622 0.471
```

Highest occupied orbital energy, Ha: -0.1256
Net charge: -1
LUMO energy, eV: 2.2